[1]
C4H6FN4O2 | ωB97M-V/def2-TZVPD

SMILES: [H]/N=C(\F)N/C=C\C(=[NH2+])[N+](=O)[O-]
E_tot, Eh: -625.0265
Energy above the lowest of the compared OMol25 structures with the same formula, charge and spin, kcal/mol: 4.08
Net charge: +1
Max |F|, Eh/bohr: 0.018
E_HOMO, eV: -14.15

Last column: Mulliken charge in e.
CARTESIAN COORDINATES (ANGSTROEM)
1 C 1.25 -0.63 -0.26  -0.614
2 C 0.44 -1.06 -1.29  -0.160
3 C -1.46 0.51 -1.25  0.340
4 C 0.88 -0.01 0.92  0.627
5 N -0.77 -0.62 -1.67  -0.075
6 N -1.17 1.20 -0.26  -0.383
7 N 1.62 0.71 1.73  -0.269
8 N -0.47 -0.32 1.53  1.067
9 O -0.75 0.32 2.50  -0.642
10 O -1.08 -1.21 1.02  -0.541
11 F -2.46 0.74 -2.11  -0.228
12 H 2.30 -0.84 -0.39  0.400
13 H 0.86 -1.79 -1.97  0.419
14 H -1.20 -1.07 -2.47  0.290
15 H -1.72 2.04 -0.11  0.243
16 H 2.55 1.03 1.49  0.260
17 H 1.19 1.01 2.60  0.265

=====

[2]
C4H6FNO2 | ωB97M-V/def2-TZVPD

SMILES: [O-][N+]1=CCC[C@@H](F)O1
E_tot, Eh: -460.9597
Energy above the lowest of the compared OMol25 structures with the same formula, charge and spin, kcal/mol: 109.24
Net charge: 0
Max |F|, Eh/bohr: 0.132
E_HOMO (alpha / beta), eV: -8.94 / -8.94

Last column: Mulliken charge in e.
CARTESIAN COORDINATES (ANGSTROEM)
1 C 0.12 0.20 0.74  -0.515
2 C -0.42 -0.50 -0.55  -0.718
3 C 1.36 0.92 0.51  -0.327
4 C -0.52 0.68 -1.54  0.067
5 N 1.63 1.37 -0.66  0.747
6 O 0.68 1.27 -1.71  -0.334
7 O 2.67 1.87 -1.05  -0.698
8 F -1.37 1.69 -1.02  -0.327
9 H -0.52 1.00 1.17  0.277
10 H 0.23 -0.70 1.51  0.305
11 H 0.21 -1.09 -1.06  0.392
12 H -1.51 -0.91 -0.36  0.309
13 H 1.98 1.16 1.38  0.393
14 H -0.94 0.41 -2.42  0.428

=====

[3]
C4H6FNO2 | ωB97M-V/def2-TZVPD

SMILES: CC(=O)/C(CF)=N/O
E_tot, Eh: -461.0398
Energy above the lowest of the compared OMol25 structures with the same formula, charge and spin, kcal/mol: 58.98
Net charge: 0
Max |F|, Eh/bohr: 0.040
E_HOMO, eV: -10.19

Last column: Mulliken charge in e.
CARTESIAN COORDINATES (ANGSTROEM)
1 C 1.98 0.88 0.14  -1.146
2 C 1.09 -0.28 -0.11  0.756
3 C -0.35 0.01 -0.07  0.278
4 C -1.18 -1.29 0.03  -0.206
5 H 1.82 1.60 -0.65  0.332
6 H 1.86 1.31 1.12  0.309
7 H 3.04 0.56 0.05  0.329
8 H -0.87 -1.87 0.90  0.312
9 H -0.97 -1.88 -0.85  0.288
10 H -2.58 0.66 0.03  0.393
11 N -0.76 1.23 -0.15  -0.324
12 O 1.55 -1.40 -0.28  -0.595
13 O -2.09 1.50 -0.19  -0.371
14 F -2.53 -1.04 0.04  -0.355

=====

[4]
C4H6FNS | ωB97M-V/def2-TZVPD

SMILES: C=C(F)C(=S)NC
E_tot, Eh: -708.7876
Energy above the lowest of the compared OMol25 structures with the same formula, charge and spin, kcal/mol: 21.56
Net charge: 0
Max |F|, Eh/bohr: 0.043
E_HOMO, eV: -8.44

Last column: Mulliken charge in e.
CARTESIAN COORDINATES (ANGSTROEM)
1 C -1.51 -1.17 -0.21  -0.866
2 C -0.06 0.86 -0.35  0.311
3 C 1.13 0.18 0.17  0.394
4 C 2.10 0.65 0.92  -0.762
5 H -1.39 -1.87 -1.01  0.278
6 H -0.95 -1.52 0.63  0.329
7 H -2.56 -1.15 0.10  0.336
8 H -1.97 0.68 -0.96  0.224
9 H 2.99 0.08 1.16  0.286
10 H 2.07 1.71 1.17  0.250
11 N -1.21 0.17 -0.59  -0.171
12 F 1.28 -1.11 -0.28  -0.275
13 S 0.08 2.48 -0.76  -0.332